A molecular structure, CFO4RhS at a distorted geometry, computed with ωB97M-V/def2-TZVPD.

Each line ends with the natural charge from an NBO analysis.
Geometry (Å):
S: 1.745 -0.341 0.127  1.794
F: 1.750 -0.392 1.797  -0.516
O: 1.447 -1.719 -0.263  -0.886
O: 0.440 0.556 -0.096  -0.833
C: -0.989 0.116 0.218  1.000
O: -1.736 0.682 -0.591  -0.813
O: -1.138 -0.704 1.087  -0.541
Rh: -1.520 1.802 -2.278  0.795

Output
Expectation value of S²: 6.00
Spin multiplicity: 5
Calculated total energy, Ha: -947.49982
Highest occupied orbital energy (alpha / beta), eV: -8.7 / -10.7
Orbital gap (alpha / beta), eV: 8.49 / 7.09
Total charge: 0